1.
Molecular formula: C5H9N
Method: DFT, the ωB97M-V functional and the def2-TZVPD basis

Computed properties:
SMILES = C=CCNC=C
highest occupied orbital energy = -7.787 eV
HOMO-LUMO gap = 8.9 eV
M = 83.1 g/mol
ΔE to the lowest compared entry with this formula, charge and spin = 44.8 kcal per mole

The geometry in ORCA input format:
```
! RIJCOSX wB97M-V def2-TZVPD def2/J DEFGRID3
* xyz 0 1
C 0.44655 -1.06666 -2.34984
C 0.44244 -0.35040 -1.22031
N -0.59470 0.34895 -0.66710
C -0.37753 1.20818 0.46298
C -0.12021 -0.63020 2.11020
C 0.32053 0.54603 1.66245
H -0.49987 -1.31689 -2.80744
H 1.39939 -1.23985 -2.82129
H 1.39941 -0.08265 -0.78548
H -1.53592 0.09044 -0.90402
H 0.30266 2.01189 0.15679
H -1.27451 1.74640 0.77328
H 0.49430 -1.20775 2.77710
H -1.07010 -0.92747 1.68715
H 1.16070 1.08706 2.07284
*
```

2.
Molecular formula: C31H42Br2N11O5PV
Method: DFT, the ωB97M-V functional and the def2-TZVPD basis

Computed properties:
highest occupied orbital energy (spin up / spin down) = -1.944 / -2.405 eV
expectation value of S² = 3.779
HOMO-LUMO gap (spin up / spin down) = 6.1 / 6.5 eV
M = 890.5 g/mol
ΔE to the lowest compared entry with this formula, charge and spin = 74.9 kcal per mole

The geometry in ORCA input format:
```
! RIJCOSX wB97M-V def2-TZVPD def2/J DEFGRID3
* xyz -2 4
V 1.78993 1.34696 -1.36353
O 0.88413 5.18447 3.61064
C 1.48604 4.66803 2.68719
C 2.96953 4.59006 2.52812
O 3.80167 5.14990 3.21223
C 3.24661 3.72538 1.33336
C 1.94360 3.32739 0.81575
O 1.80705 2.50121 -0.19125
C 0.87238 3.99272 1.50736
O -0.31821 4.02771 1.17696
O 4.33869 3.41606 0.88767
N 1.58316 0.93529 -4.73043
C 0.88215 0.07324 -3.93342
N -0.04983 -0.74116 -4.39854
N -0.49350 -1.38385 -3.31096
N 0.12363 -0.97957 -2.26014
N 1.02600 -0.02212 -2.59477
C 2.67044 1.60396 -4.22790
N 3.60692 2.17625 -4.95494
N 4.44188 2.73062 -4.04856
N 4.02937 2.50439 -2.85508
N 2.88849 1.78505 -2.91626
H 1.54844 0.77403 -5.72083
Br 3.50557 0.00362 -0.33152
C 4.77076 -2.14826 -2.03852
Br 3.73422 -2.42645 -3.55553
H 4.68112 -2.88583 -1.25936
H 5.65949 -1.55686 -2.17217
N -1.66521 1.48266 -2.10766
C -1.02647 2.46086 -2.79908
C -1.68217 3.16553 -3.82521
C -1.03647 4.21881 -4.42710
C 0.23535 4.58316 -3.99310
C 0.81217 3.83917 -2.98692
N 0.22055 2.78307 -2.42089
H -2.43006 0.99985 -2.54464
H -1.10625 0.91903 -1.48217
H -2.68036 2.87432 -4.12487
H -1.51777 4.77254 -5.22403
H 0.76943 5.41507 -4.42838
H 1.79686 4.08757 -2.60782
C -3.67722 -3.86758 -0.39946
C -4.09237 -2.38591 -0.36890
C -2.87154 -1.45481 -0.36307
C -1.76908 -2.02801 0.53416
C -1.23410 -3.31213 -0.13770
C -2.28740 -4.01215 -1.01132
P -0.36254 -0.79846 0.80089
C -1.05204 0.29477 2.17684
C -1.90667 -0.30523 3.31816
C -3.39511 0.00160 3.15762
C -3.67087 1.51030 3.21004
C -2.53000 2.31014 2.55454
C -1.79837 1.46675 1.51675
C 0.90540 -1.79295 1.78043
C 1.74258 -2.75080 0.91950
C 3.06557 -3.06599 1.63312
C 2.86428 -3.20386 3.15328
C 1.43327 -3.63817 3.45875
C 0.43748 -2.53984 3.04304
H -4.40801 -4.45554 -0.96164
H -3.65609 -4.26958 0.61895
H -4.70312 -2.19853 0.52017
H -4.71173 -2.15275 -1.24012
H -3.19321 -0.46670 -0.03237
H -2.46768 -1.36141 -1.37138
H -2.21219 -2.27070 1.50748
H -0.89004 -4.00768 0.63159
H -0.38947 -3.04954 -0.77356
H -2.02886 -5.06950 -1.11551
H -2.27910 -3.57426 -2.01204
H -0.13484 0.70804 2.61555
H -1.56522 0.11576 4.27027
H -1.78792 -1.38493 3.38503
H -3.95722 -0.51198 3.94426
H -3.74007 -0.40285 2.20122
H -3.79138 1.83460 4.24815
H -4.61930 1.71424 2.70261
H -1.80830 2.63654 3.30613
H -2.91698 3.20953 2.07441
H -1.09065 2.10379 0.98948
H -2.52002 1.10267 0.78035
H 1.59068 -0.98981 2.08027
H 1.95310 -2.30340 -0.05211
H 1.19840 -3.67934 0.75032
H 3.77896 -2.26912 1.41763
H 3.47811 -3.99624 1.22826
H 3.04910 -2.24255 3.64052
H 3.57551 -3.92351 3.56736
H 1.31347 -3.85230 4.52497
H 1.21649 -4.56438 2.91761
H 0.33502 -1.82529 3.86186
H -0.53805 -3.00487 2.87389
*
```

3.
Molecular formula: CNO4S
Method: DFT, the ωB97M-V functional and the def2-TZVPD basis

Computed properties:
highest occupied orbital energy = -4.228 eV
HOMO-LUMO gap = 8.1 eV
M = 122.1 g/mol
ΔE to the lowest compared entry with this formula, charge and spin = 49.9 kcal per mole

The geometry in ORCA input format:
```
! RIJCOSX wB97M-V def2-TZVPD def2/J DEFGRID3
* xyz -1 1
C 1.63004 -0.19351 0.01141
N -1.47968 0.12938 -0.09083
O 2.19274 0.39382 -0.79229
O 1.48124 -1.01880 0.80051
O -1.13083 -0.97414 -0.49146
O -2.59849 0.51266 -0.11195
S -0.09501 1.15059 0.67460
*
```

4.
Molecular formula: C2H5OPS2
Method: DFT, the ωB97M-V functional and the def2-TZVPD basis

Computed properties:
SMILES = C[C@H](S)OP=S
highest occupied orbital energy = -9.283 eV
HOMO-LUMO gap = 8.0 eV
M = 140.2 g/mol
ΔE to the lowest compared entry with this formula, charge and spin = 24.3 kcal per mole

The geometry in ORCA input format:
```
! RIJCOSX wB97M-V def2-TZVPD def2/J DEFGRID3
* xyz 0 1
C -0.10586 -0.65579 -0.61670
C 0.48752 0.27925 0.50189
O 1.79440 -0.04555 0.72107
P 3.14554 0.22436 -0.50254
S 4.83094 -0.26903 0.28103
S 0.30348 2.00022 -0.21296
H -0.93912 -1.33656 -0.26612
H -0.38526 -0.03976 -1.59619
H 0.73222 -1.36122 -0.87395
H -0.08631 0.25632 1.49459
H 0.50300 2.57596 1.01018
*
```

5.
Molecular formula: C6H9N4O2S
Method: DFT, the ωB97M-V functional and the def2-TZVPD basis

Computed properties:
SMILES = N#[N+]CN/C(O)=C1/NC(CO)=CS1
highest occupied orbital energy (spin up / spin down) = -10.473 / -11.180 eV
HOMO-LUMO gap (spin up / spin down) = 5.3 / 8.3 eV
M = 201.2 g/mol
ΔE to the lowest compared entry with this formula, charge and spin = 16.4 kcal per mole

The geometry in ORCA input format:
```
! RIJCOSX wB97M-V def2-TZVPD def2/J DEFGRID3
* xyz 1 1
C -0.13798 -0.24155 -2.40932
C 0.92329 -0.76068 -1.68407
C -0.35903 -0.13396 0.04251
C -2.45045 1.65023 1.50417
C -0.58409 0.04481 1.38693
C 2.17256 -1.42910 -2.26646
N 0.75452 -0.69265 -0.35074
N -1.72518 2.86846 1.86639
N -0.85491 3.33222 2.44052
N -1.62624 0.56031 2.05333
O 0.54689 -0.18244 2.19253
O 3.02784 -1.92918 -1.26192
S -1.30323 0.40618 -1.36385
H -0.18881 0.05095 -3.43813
H -3.58467 1.76060 1.95274
H -2.75608 1.65279 0.42835
H 1.97212 -2.27546 -2.91414
H 2.60824 -0.67909 -2.87200
H 1.56960 -0.79518 0.13215
H -1.44977 0.63695 3.07466
H 0.51261 -0.95606 2.64380
H 2.93278 -2.88816 -1.15746
*
```

6.
Molecular formula: C2H11NO4
Method: DFT, the ωB97M-V functional and the def2-TZVPD basis

Computed properties:
SMILES = CC(N)=O.O.O.O
highest occupied orbital energy = -10.080 eV
HOMO-LUMO gap = 10.7 eV
M = 113.1 g/mol
ΔE to the lowest compared entry with this formula, charge and spin = 7.1 kcal per mole

The geometry in ORCA input format:
```
! RIJCOSX wB97M-V def2-TZVPD def2/J DEFGRID3
* xyz 0 1
C 1.01262 -1.82331 -0.22700
C 0.72826 -0.74519 0.79460
N -0.47841 -0.11012 0.55238
O 1.47487 -0.32938 1.65313
H 0.17646 -1.98477 -0.90310
H 1.20986 -2.77348 0.27091
H 1.88954 -1.57960 -0.81340
H -1.21791 -0.62608 0.08280
H -0.81305 0.65420 1.13404
H -1.50225 0.27156 -1.96548
H -2.67126 -0.43331 -2.68916
O -2.00622 -0.56316 -2.00996
H 1.09862 1.24283 2.84838
H 0.21432 2.29275 3.73157
O 0.24782 1.68661 2.97051
H 0.54754 2.20782 -2.25857
H 0.18723 1.08568 -1.17609
O -0.09805 1.52695 -1.99556
*
```